# C32H88F6N4O18P

A 11-piece molecular cluster, C32H88F6N4O18P overall (ωB97M-V/def2-TZVPD, the Open Molecules 2025 dataset).

For the HOMO energy, the calculation gives -5.88 eV. For the orbital gap, the calculation gives 8.08 eV.

Geometry as ORCA input:
```
! RIJCOSX wB97M-V def2-TZVPD def2/J DEFGRID3
* xyz -1 1
P -1.70 -3.77 -18.66
F -3.29 -3.54 -18.88
F -1.46 -3.78 -20.25
F -1.46 -2.19 -18.61
F -0.15 -4.02 -18.30
F -1.96 -3.85 -17.03
F -1.95 -5.40 -18.62
C 4.21 3.48 -15.13
O 3.49 2.53 -15.89
C 2.89 1.48 -15.18
C 3.66 0.17 -15.33
N 3.82 -0.16 -16.76
C 2.56 -0.25 -17.50
C 1.49 -1.21 -16.90
O 2.06 -2.41 -16.45
C 1.13 -3.12 -15.63
H 3.48 4.28 -14.93
H 4.96 3.87 -15.81
H 4.72 3.08 -14.25
H 1.87 1.32 -15.55
H 2.73 1.86 -14.16
H 3.27 -0.66 -14.74
H 4.65 0.37 -14.90
H 4.26 -1.07 -16.80
H 2.88 -0.86 -18.35
H 2.18 0.70 -17.87
H 0.65 -1.27 -17.59
H 1.14 -0.64 -16.02
H 0.17 -3.22 -16.14
H 1.02 -2.58 -14.69
H 1.52 -4.13 -15.52
C -10.98 -4.10 -11.62
O -9.90 -4.76 -12.26
C -10.33 -5.36 -13.46
C -9.08 -5.71 -14.30
N -8.27 -4.50 -14.54
C -8.78 -3.76 -15.73
C -8.45 -4.49 -17.03
O -7.21 -4.09 -17.51
C -6.81 -4.55 -18.79
H -10.71 -3.92 -10.58
H -11.84 -4.78 -11.57
H -11.18 -3.13 -12.08
H -10.96 -4.77 -14.13
H -10.83 -6.31 -13.23
H -9.46 -6.29 -15.14
H -8.47 -6.41 -13.73
H -8.40 -3.92 -13.72
H -8.34 -2.77 -15.61
H -9.87 -3.69 -15.64
H -9.22 -4.20 -17.76
H -8.53 -5.56 -16.83
H -6.55 -5.59 -18.56
H -5.89 -4.08 -19.13
H -7.60 -4.57 -19.54
C -2.53 -1.42 -24.33
O -2.34 -1.22 -22.98
C -1.25 -0.44 -22.58
C -1.26 -0.29 -21.08
N -2.06 0.85 -20.66
C -2.26 1.09 -19.24
C -3.36 0.22 -18.63
O -4.62 0.33 -19.28
C -5.60 -0.52 -18.74
H -2.97 -0.45 -24.62
H -3.24 -2.22 -24.56
H -1.70 -1.50 -25.04
H -1.34 0.55 -23.05
H -0.25 -0.80 -22.86
H -0.23 -0.11 -20.74
H -1.61 -1.24 -20.65
H -3.04 0.72 -20.91
H -2.36 2.14 -18.94
H -1.37 0.66 -18.77
H -3.44 0.49 -17.57
H -3.02 -0.82 -18.54
H -6.00 -0.12 -17.80
H -5.19 -1.50 -18.45
H -6.36 -0.69 -19.50
C -6.66 -4.64 -10.98
O -6.40 -3.71 -12.04
C -5.83 -2.43 -11.77
C -5.73 -1.85 -13.15
N -4.64 -2.33 -14.01
C -3.34 -2.65 -13.42
C -2.24 -1.83 -14.10
O -2.65 -0.55 -14.47
C -1.62 0.33 -14.83
H -7.31 -4.18 -10.23
H -5.76 -5.02 -10.48
H -7.07 -5.49 -11.52
H -4.99 -2.40 -11.08
H -6.54 -1.79 -11.22
H -5.48 -0.79 -12.93
H -6.68 -1.81 -13.67
H -4.49 -1.69 -14.76
H -3.10 -3.72 -13.50
H -3.37 -2.42 -12.35
H -1.88 -2.48 -14.91
H -1.49 -1.70 -13.31
H -2.07 1.31 -14.97
H -0.97 0.04 -15.66
H -0.88 0.42 -14.02
C -1.26 -7.40 -13.23
C -1.46 -6.39 -14.37
O -0.29 -6.29 -15.16
O -2.24 -7.19 -12.22
H -0.29 -7.02 -12.86
H -1.16 -8.41 -13.62
H -1.95 -5.53 -13.89
H -2.23 -6.63 -15.12
H -0.46 -5.61 -15.83
H -2.01 -6.31 -11.88
C 3.62 -4.29 -19.71
C 2.60 -4.37 -20.87
O 2.88 -5.56 -21.67
O 3.40 -3.10 -19.00
H 4.57 -4.30 -20.24
H 3.64 -5.16 -19.04
H 2.69 -3.50 -21.53
H 1.55 -4.46 -20.59
H 2.03 -6.03 -21.64
H 2.83 -3.22 -18.23
C -0.48 -8.71 -20.08
C 0.80 -7.95 -20.40
O 0.51 -6.94 -21.36
O -1.21 -7.90 -19.19
H -0.25 -9.71 -19.72
H -1.11 -8.81 -20.97
H 1.51 -8.66 -20.84
H 1.28 -7.52 -19.52
H -0.44 -6.70 -21.36
H -1.31 -7.00 -19.52
C -4.98 -2.74 -21.62
C -5.03 -4.21 -21.88
O -4.13 -4.71 -22.89
O -5.20 -2.03 -22.82
H -3.99 -2.51 -21.22
H -5.66 -2.43 -20.82
H -6.02 -4.57 -22.19
H -4.81 -4.90 -21.07
H -4.04 -4.09 -23.62
H -4.46 -1.45 -23.03
O -2.14 -6.24 -21.63
H -2.07 -5.36 -21.23
H -2.77 -6.13 -22.35
O -4.04 -5.17 -16.17
H -4.24 -5.91 -16.76
H -3.37 -4.64 -16.65
*
```

=====

# C32H89N7O11

A 9-piece molecular cluster, C32H89N7O11 overall (ωB97M-V/def2-TZVPD, the Open Molecules 2025 dataset).

For the HOMO energy, the calculation gives -8.62 eV. Its SMILES is COC[C@H](C)N.COC[C@H](C)N.COC[C@H](C)N.COC[C@H](C)N.COC[C@H](C)N.COC[C@H](C)N.COC[C@H](C)N.OCCO.OCCO. For the orbital gap, the calculation gives 9.24 eV. As for the energy above the lowest of the compared OMol25 structures with the same formula, charge and spin: 4.298 eV.

Geometry as ORCA input:
```
! RIJCOSX wB97M-V def2-TZVPD def2/J DEFGRID3
* xyz 0 1
C 1.13 1.90 3.50
C 0.89 3.34 3.80
O 0.83 4.10 2.58
O -0.04 1.21 3.05
H 1.41 1.45 4.47
H 2.01 1.77 2.83
H 1.73 3.72 4.36
H 0.01 3.50 4.43
H 0.07 3.80 2.04
H 0.05 0.49 2.44
C -1.17 -0.61 -0.29
C 0.26 -0.26 0.08
O 0.58 -0.78 1.36
O -1.62 -0.07 -1.51
H -1.90 -0.26 0.48
H -1.25 -1.70 -0.28
H 0.34 0.84 0.05
H 0.94 -0.67 -0.66
H 0.77 -1.75 1.28
H -2.56 -0.30 -1.65
C 1.44 -1.91 -3.96
C 1.47 -3.42 -3.62
C 0.59 -4.27 -4.54
O 0.74 -5.64 -4.12
C -0.32 -6.52 -4.54
N 2.87 -3.83 -3.52
H 2.24 -1.35 -3.47
H 0.51 -1.45 -3.66
H 1.62 -1.70 -5.04
H 1.07 -3.71 -2.64
H 0.75 -4.20 -5.59
H -0.42 -3.98 -4.30
H -0.44 -6.41 -5.62
H -1.27 -6.27 -4.04
H 0.08 -7.53 -4.32
H 3.40 -3.68 -4.33
H 2.85 -4.82 -3.18
C -2.56 4.87 -0.48
C -2.58 3.66 0.42
C -3.61 2.74 -0.25
O -3.79 1.51 0.44
C -4.96 1.46 1.21
N -1.23 3.12 0.67
H -2.06 5.70 0.07
H -3.57 5.18 -0.81
H -2.00 4.58 -1.36
H -3.03 3.93 1.34
H -3.10 2.42 -1.17
H -4.55 3.19 -0.44
H -5.89 1.69 0.65
H -5.00 2.14 2.04
H -4.92 0.43 1.51
H -1.36 2.09 0.91
H -0.79 3.13 -0.26
C -0.35 -5.05 3.15
C 0.58 -4.68 2.03
C 0.02 -4.84 0.66
O -0.39 -6.16 0.38
C -1.13 -6.34 -0.83
N 1.26 -3.33 2.00
H -0.61 -6.12 3.02
H -1.24 -4.39 3.21
H 0.21 -4.94 4.11
H 1.33 -5.47 2.03
H 0.79 -4.38 -0.04
H -0.90 -4.22 0.50
H -2.04 -6.89 -0.56
H -0.61 -7.05 -1.50
H -1.48 -5.38 -1.28
H 1.09 -2.85 2.91
H 2.26 -3.49 1.91
C -3.15 -0.22 -4.64
C -3.80 0.79 -3.68
C -4.82 1.66 -4.43
O -4.13 2.83 -4.91
C -4.98 3.65 -5.66
N -4.29 -0.04 -2.60
H -2.62 0.28 -5.47
H -3.93 -0.79 -5.23
H -2.49 -0.91 -4.08
H -3.10 1.48 -3.24
H -5.69 1.99 -3.85
H -5.23 1.11 -5.31
H -4.42 4.50 -5.95
H -5.88 4.00 -5.13
H -5.26 3.09 -6.53
H -4.66 0.52 -1.80
H -4.92 -0.75 -2.92
C 5.06 2.30 -0.31
C 4.88 0.81 -0.38
C 3.43 0.36 -0.28
O 3.18 -1.07 -0.42
C 3.94 -1.82 0.46
N 5.39 0.21 -1.60
H 4.38 2.78 0.41
H 4.75 2.83 -1.18
H 6.05 2.71 -0.18
H 5.39 0.44 0.49
H 2.94 0.70 -1.21
H 3.00 0.76 0.62
H 3.60 -1.63 1.52
H 4.97 -1.63 0.21
H 3.71 -2.85 0.15
H 6.35 0.10 -1.55
H 4.82 -0.57 -1.98
C -1.20 -1.67 4.90
C 0.06 -1.34 5.67
C -0.03 -2.08 7.01
O 1.19 -2.04 7.76
C 1.36 -0.81 8.44
N 1.18 -1.81 4.88
H -2.08 -1.34 5.46
H -1.33 -2.73 4.64
H -1.24 -1.00 4.03
H 0.21 -0.30 5.85
H -0.20 -3.12 6.77
H -0.86 -1.77 7.67
H 1.76 0.02 7.79
H 2.12 -0.99 9.23
H 0.36 -0.52 8.85
H 1.37 -1.03 4.18
H 2.00 -1.87 5.49
C 3.00 6.43 0.01
C 1.91 5.83 -0.85
C 1.95 4.26 -0.91
O 0.78 3.93 -1.71
C 1.01 2.63 -2.28
N 0.62 6.22 -0.36
H 3.95 6.22 -0.45
H 3.00 5.97 1.02
H 2.84 7.53 0.11
H 2.11 6.25 -1.83
H 1.80 3.78 0.09
H 2.84 3.76 -1.33
H 1.18 1.83 -1.58
H 1.86 2.69 -2.99
H 0.10 2.41 -2.84
H 0.66 6.00 0.65
H -0.16 5.71 -0.80
*
```

=====

# C32H90N8O9

A 9-piece molecular cluster, C32H90N8O9 overall (ωB97M-V/def2-TZVPD, the Open Molecules 2025 dataset).

For the HOMO energy, the calculation gives -8.37 eV. Its SMILES is COC[C@H](C)N.COC[C@H](C)N.COC[C@H](C)N.COC[C@H](C)N.COC[C@H](C)N.COC[C@H](C)N.COC[C@H](C)N.COC[C@H](C)N.O. For the orbital gap, the calculation gives 8.81 eV. As for the energy above the lowest of the compared OMol25 structures with the same formula, charge and spin: 0.000 eV.

Geometry as ORCA input:
```
! RIJCOSX wB97M-V def2-TZVPD def2/J DEFGRID3
* xyz 0 1
C -22.62 -22.58 -9.01
C -22.29 -21.74 -10.21
C -23.12 -20.49 -10.12
O -22.83 -19.51 -11.08
C -23.34 -19.92 -12.34
N -20.82 -21.40 -10.39
H -22.40 -22.11 -8.06
H -22.01 -23.47 -8.90
H -23.67 -22.88 -8.93
H -22.46 -22.19 -11.17
H -22.93 -20.00 -9.16
H -24.19 -20.78 -10.09
H -24.33 -20.40 -12.25
H -22.66 -20.61 -12.85
H -23.43 -19.05 -12.99
H -20.75 -20.94 -11.29
H -20.49 -20.77 -9.68
C -24.51 -24.01 -6.38
C -24.19 -23.03 -5.29
C -25.05 -21.80 -5.30
O -24.57 -20.86 -4.43
C -25.20 -19.62 -4.47
N -24.03 -23.75 -3.99
H -25.40 -24.56 -6.05
H -23.75 -24.77 -6.56
H -24.81 -23.52 -7.29
H -23.17 -22.66 -5.47
H -26.08 -22.04 -5.00
H -25.10 -21.38 -6.32
H -24.52 -18.91 -3.97
H -26.17 -19.57 -3.94
H -25.36 -19.27 -5.50
H -23.62 -23.10 -3.35
H -24.90 -24.01 -3.56
C -27.65 -17.94 0.06
C -26.66 -16.91 -0.45
C -27.02 -16.55 -1.88
O -26.14 -15.54 -2.36
C -26.51 -15.06 -3.63
N -26.81 -15.70 0.39
H -28.61 -17.45 0.20
H -27.36 -18.37 1.02
H -27.71 -18.81 -0.60
H -25.63 -17.29 -0.41
H -28.08 -16.26 -1.89
H -26.96 -17.45 -2.52
H -25.81 -14.27 -3.90
H -27.45 -14.50 -3.61
H -26.62 -15.84 -4.41
H -26.10 -15.03 0.12
H -26.68 -15.90 1.37
C -17.21 -15.50 -9.16
C -17.94 -16.35 -8.18
C -18.46 -15.55 -7.04
O -17.34 -14.99 -6.38
C -17.72 -14.10 -5.41
N -19.05 -17.09 -8.83
H -17.00 -16.15 -10.00
H -16.33 -15.02 -8.74
H -17.85 -14.65 -9.42
H -17.27 -17.14 -7.86
H -19.06 -16.12 -6.31
H -19.09 -14.72 -7.39
H -18.24 -14.60 -4.58
H -18.44 -13.34 -5.77
H -16.90 -13.56 -4.95
H -19.52 -16.48 -9.48
H -19.70 -17.49 -8.17
C -16.48 -19.42 -11.10
C -17.59 -20.10 -10.33
C -17.66 -21.57 -10.57
O -16.41 -22.15 -10.23
C -16.38 -23.51 -10.62
N -17.37 -19.82 -8.89
H -15.49 -19.70 -10.77
H -16.58 -18.36 -10.86
H -16.55 -19.49 -12.19
H -18.54 -19.67 -10.71
H -17.94 -21.76 -11.62
H -18.43 -22.04 -9.94
H -15.44 -23.95 -10.30
H -16.43 -23.64 -11.71
H -17.25 -24.03 -10.16
H -18.08 -20.12 -8.23
H -17.34 -18.81 -8.80
C -18.79 -19.53 -2.17
C -20.08 -18.92 -2.74
C -21.06 -18.58 -1.65
O -20.57 -17.49 -0.88
C -21.32 -17.34 0.31
N -19.74 -17.72 -3.55
H -17.97 -19.61 -2.88
H -18.91 -20.53 -1.77
H -18.37 -18.89 -1.39
H -20.50 -19.66 -3.42
H -21.29 -19.44 -1.01
H -22.02 -18.31 -2.14
H -21.31 -18.24 0.93
H -22.36 -17.10 0.05
H -20.93 -16.49 0.87
H -19.18 -17.07 -3.02
H -20.65 -17.25 -3.70
C -21.83 -8.75 -5.35
C -20.77 -9.49 -6.17
C -21.36 -10.79 -6.43
O -20.44 -11.51 -7.22
C -20.90 -12.74 -7.64
N -20.60 -8.81 -7.50
H -21.44 -7.81 -4.99
H -22.06 -9.24 -4.39
H -22.79 -8.58 -5.83
H -19.79 -9.55 -5.69
H -22.32 -10.68 -6.96
H -21.55 -11.37 -5.51
H -21.06 -13.51 -6.88
H -20.27 -13.23 -8.38
H -21.88 -12.69 -8.09
H -19.94 -9.30 -8.07
H -20.30 -7.86 -7.35
C -22.57 -19.57 -6.17
C -21.73 -18.43 -6.72
C -22.36 -17.11 -6.34
O -22.31 -17.00 -4.90
C -22.83 -15.75 -4.49
N -20.24 -18.44 -6.40
H -22.06 -20.49 -6.47
H -23.56 -19.65 -6.59
H -22.49 -19.52 -5.07
H -21.70 -18.42 -7.84
H -23.42 -17.08 -6.67
H -21.79 -16.32 -6.83
H -22.30 -14.93 -5.00
H -22.63 -15.62 -3.42
H -23.91 -15.70 -4.65
H -19.85 -19.34 -6.67
H -20.12 -18.28 -5.42
O -19.41 -21.57 -7.04
H -18.45 -21.60 -6.84
H -19.60 -22.44 -7.43
*
```